# 1
15
Properties=species:S:1:pos:R:3 method="wB97M-V/def2-TZVPD" fmax_ev_per_a=4.50 homo_ev="-3.185 / -3.182" relative_energy_kcal_mol=128.37 total_energy_ha=-797.4117 total_charge=-1 gap_ev="6.90 / 6.89"
C 1.4378 -2.9547 -0.4065
C 0.5431 -2.2305 -0.0596
C -0.4722 -1.2173 0.3872
C 1.1426 1.7134 0.1038
C -1.5678 -0.9766 -0.5814
N -2.5578 -0.3347 -0.0695
O -3.7516 -0.1312 -0.5487
O -0.3466 -0.6844 1.4685
S 0.7011 0.4988 -1.1440
H 2.2334 -3.6002 -0.6718
H 1.9965 2.2576 -0.2158
H 1.2102 1.1543 1.1157
H 0.1428 2.2653 0.2829
H -1.4989 -1.3603 -1.5686
H -2.4041 -0.1536 0.9719

---

# 2
15
Properties=species:S:1:pos:R:3 method="wB97M-V/def2-TZVPD" fmax_ev_per_a=4.03 homo_ev=-13.456 relative_energy_kcal_mol=71.67 total_energy_ha=-474.1738 total_charge=+1 gap_ev=8.41
C -1.2121 0.2519 -0.6737
C -0.2234 1.1752 -0.6573
C -2.2079 1.3076 -2.4802
C -1.4435 2.5504 -2.0404
C 1.1953 1.0621 -0.1250
N -1.2121 -1.0968 -0.1297
O -2.9955 0.7870 -3.1531
O -1.9415 3.5075 -2.4818
O -0.5168 2.4319 -1.1729
H 1.9326 1.2646 -0.8887
H 1.2116 0.0377 0.3512
H 1.2276 1.8711 0.6604
H -1.0657 -1.7452 -0.9534
H -2.2566 -1.4022 0.2713
H -0.2902 -1.2900 0.3013

---

# 3
19
Properties=species:S:1:pos:R:3 method="wB97M-V/def2-TZVPD" fmax_ev_per_a=6.97 homo_ev="-3.431 / -3.432" relative_energy_kcal_mol=73.73 total_energy_ha=-1421.4313 total_charge=-1 gap_ev="6.45 / 6.46"
C 2.6425 -0.5189 -0.3887
C -2.4253 -0.8971 0.2971
C 0.5279 0.3479 0.2067
C 2.7926 -0.5715 1.1203
C -1.4458 -0.6558 -0.8436
N -1.6436 0.4222 -1.6712
O 1.4877 0.0841 -0.7625
O -2.9151 0.0602 0.8793
O 3.5663 -0.6750 -1.1684
O -2.6591 -2.0986 0.3030
O -1.4101 2.1430 1.0926
S -0.0422 2.1396 0.1962
S 1.1579 -0.2313 1.7946
H 3.4313 0.1897 1.4536
H 3.3543 -1.5494 1.3796
H -1.0300 -1.4764 -1.1843
H -2.0627 1.3916 1.1598
H -1.2091 0.6641 -2.5535
H -2.1175 1.2318 -1.3107

---

# 4
14
Properties=species:S:1:pos:R:3 method="wB97M-V/def2-TZVPD" fmax_ev_per_a=2.59 homo_ev=-9.758 relative_energy_kcal_mol=59.92 total_energy_ha=-665.3408 gap_ev=9.26
C 0.4293 0.8030 -0.2231
C 0.4990 -0.4540 0.5411
C -0.5128 1.7326 -0.1610
C -1.6910 2.3177 -0.0806
C 1.7457 -1.3285 0.4078
N -1.4277 -1.7750 -1.3662
O -0.3609 -0.9100 1.2771
P -1.9622 -1.8054 0.0035
H 1.2908 0.8802 -0.8704
H -2.3048 1.9698 -0.8628
H -2.0475 3.1447 0.4838
H 1.4859 -2.3973 0.5342
H 2.6530 -0.9314 0.9451
H 2.2033 -1.2464 -0.6285

---

What did the third record say?
19
Properties=species:S:1:pos:R:3 method="wB97M-V/def2-TZVPD" fmax_ev_per_a=6.97 homo_ev="-3.431 / -3.432" relative_energy_kcal_mol=73.73 total_energy_ha=-1421.4313 total_charge=-1 gap_ev="6.45 / 6.46"
C 2.6425 -0.5189 -0.3887
C -2.4253 -0.8971 0.2971
C 0.5279 0.3479 0.2067
C 2.7926 -0.5715 1.1203
C -1.4458 -0.6558 -0.8436
N -1.6436 0.4222 -1.6712
O 1.4877 0.0841 -0.7625
O -2.9151 0.0602 0.8793
O 3.5663 -0.6750 -1.1684
O -2.6591 -2.0986 0.3030
O -1.4101 2.1430 1.0926
S -0.0422 2.1396 0.1962
S 1.1579 -0.2313 1.7946
H 3.4313 0.1897 1.4536
H 3.3543 -1.5494 1.3796
H -1.0300 -1.4764 -1.1843
H -2.0627 1.3916 1.1598
H -1.2091 0.6641 -2.5535
H -2.1175 1.2318 -1.3107